--- 1 ---
Entry from the OMol25 dataset: one molecule with the formula C3H8N2S (wB97M-V/def2-TZVPD).

Output
**Orbital gap**: 0.357 Eh
**HOMO level**: -8.84 eV
**Multiplicity**: 1
**SMILES**: CCS/C=N/N
**E_LUMO**: 0.0325 hartree

Last column: Löwdin charge in e.
Atoms and positions in Å:
C 0.20 -1.94 0.72  -0.213
C -0.13 -0.75 1.53  -0.617
C 0.11 1.26 -0.28  -0.508
H -0.24 -2.87 0.95  0.036
H 1.39 -2.01 0.95  0.115
H 0.15 -2.06 -0.43  0.102
H 0.31 -0.92 2.54  0.049
H -1.25 -0.37 1.58  0.111
H -1.05 0.95 -0.02  0.113
H 0.31 2.29 -3.07  0.112
H -1.01 2.43 -1.96  0.084
N 0.57 1.59 -1.36  -0.150
N -0.37 1.72 -2.42  -0.029
S 1.01 0.68 1.28  0.796

---

--- 2 ---
Entry from the OMol25 dataset: a 2-piece molecular cluster, C3H8N2S overall (wB97M-V/def2-TZVPD).

Output
**Orbital gap**: 0.297 Eh
**HOMO level**: -7.96 eV
**Multiplicity**: 1
**SMILES**: [H]/N=N\[H].CC(C)=S
**E_LUMO**: 0.0049 hartree

Last column: Löwdin charge in e.
Atoms and positions in Å:
C 0.63 -0.24 -0.04  -0.824
C 1.86 -0.40 -0.85  -0.140
C -0.43 0.33 -0.94  -0.124
N -2.07 0.04 2.04  -0.165
N -2.41 1.14 2.46  -0.019
S 0.45 -0.67 1.50  0.784
H 1.81 -0.93 -1.76  0.069
H 2.35 0.47 -1.12  0.057
H 2.59 -1.01 -0.17  0.102
H -1.40 0.79 -0.52  0.109
H -0.04 0.97 -1.60  0.029
H -0.90 -0.39 -1.49  0.056
H -2.62 1.10 3.46  0.035
H -2.10 -0.84 2.57  0.032

---

Energies in eV, measured from the most stable structure: 1 0.000; 2 0.496.